This record from the OMol25 dataset describes a gas-phase ion, C11H14NOS (charge +1) at a distorted geometry. The level of theory is ωB97M-V with the def2-TZVPD basis set.

Cartesian coordinates (Å):
C  -3.346  1.142  -0.422
C  -2.365  2.081  -0.010
C  -0.995  1.775  0.123
C  -0.658  0.429  0.072
C  -1.688  -0.499  -0.127
C  -3.016  -0.183  -0.369
C  -1.255  -1.893  -0.075
N  0.212  -2.224  -0.280
C  0.944  -1.389  0.657
C  0.788  0.110  0.247
O  1.421  1.032  1.126
C  2.803  1.000  0.760
C  3.005  1.175  -0.809
S  1.721  0.070  -1.444
H  -4.369  1.429  -0.424
H  -2.693  3.055  0.082
H  -0.131  2.583  0.247
H  -3.769  -0.989  -0.691
H  -1.515  -2.167  1.002
H  -1.816  -2.552  -0.828
H  0.472  -3.207  -0.022
H  0.352  -2.080  -1.286
H  1.994  -1.609  0.803
H  0.487  -1.694  1.669
H  3.249  -0.084  0.998
H  3.311  1.662  1.450
H  2.881  2.219  -1.146
H  3.978  0.808  -1.304

The structure (SMILES) is c1ccc2c(c1)C[NH2+]C[C@]21OCCS1. As for the energy: -955.43298 Ha. Its net charge is +1. As for the HOMO-LUMO gap: 9.21 eV. The value obtained for the energy relative to the best compared isomer or geometry (same formula, charge and spin) is 36.52 kJ/mol. The HOMO energy comes out at -12.42 eV.